Formula: C4H4F2
Source: the Open Molecules 2025 dataset
Level of theory: ωB97M-V/def2-TZVPD

Values from the calculation:
**Relative energy (zero: lowest compared OMol25 entry of this formula, charge and spin)**: 59.8 kcal per mole
**Orbital gap**: 10.5 eV
**SMILES string**: FCC1=C(F)C1
**E_LUMO**: 0.92 eV

Each line ends with the Mulliken charge.
Atoms and positions in Å:
1 F -0.225 2.757 -0.230  -0.2897
2 C 0.303 1.534 0.286  -0.2353
3 C -0.746 0.449 0.115  0.2538
4 C -1.959 0.035 0.010  0.3148
5 F -3.254 -0.024 0.059  -0.2546
6 C -0.929 -0.998 -0.322  -0.5950
7 H 0.653 1.575 1.408  0.2025
8 H 1.124 1.477 -0.421  0.2514
9 H -0.673 -1.328 -1.429  0.1769
10 H -0.657 -1.864 0.418  0.1753


Formula: C14H23F3NO3PSTi
Source: the Open Molecules 2025 dataset
Level of theory: ωB97M-V/def2-TZVPD

Values from the calculation:
**Spin multiplicity**: 3
**Orbital gap (alpha / beta)**: 6.6 / 7.0 eV
**E_LUMO (alpha / beta)**: 0.29 / -0.21 eV

Each line ends with the Mulliken charge.
Atoms and positions in Å:
1 C 3.033 1.892 2.135  -0.8082
2 C 1.756 1.770 2.703  -1.0309
3 C 0.785 0.975 2.059  0.6968
4 C 1.160 0.272 0.907  1.4557
5 C 2.424 0.437 0.321  0.6853
6 C 3.372 1.230 0.970  -0.7348
7 C -0.561 0.811 2.731  -0.8586
8 C -1.852 1.211 1.987  -0.7734
9 N -1.789 1.191 0.504  0.6281
10 Ti -0.432 -0.629 -0.044  -0.5966
11 C 2.785 -0.234 -0.997  -1.1842
12 P 1.426 -0.219 -2.162  0.7186
13 H 1.495 2.265 3.625  0.4025
14 H 4.365 1.302 0.518  0.3865
15 H 3.771 2.516 2.637  0.3524
16 H 3.102 -1.285 -0.864  0.4061
17 H 3.589 0.320 -1.518  0.3564
18 H -0.680 -0.235 3.072  0.2845
19 H -0.554 1.425 3.636  0.4040
20 H -2.659 0.531 2.291  0.3224
21 C 1.641 -1.333 -3.547  -1.1775
22 C 1.137 1.454 -2.712  -1.3272
23 H -2.157 2.227 2.294  0.3764
24 C -1.263 2.444 -0.046  -1.2213
25 C -3.092 0.874 -0.097  -1.0852
26 H 0.109 -1.573 -1.491  -0.0047
27 H -1.942 3.283 0.181  0.3619
28 H -0.285 2.668 0.376  0.3342
29 H -1.168 2.362 -1.128  0.2671
30 H -3.788 1.727 -0.012  0.3448
31 H -2.958 0.632 -1.154  0.2673
32 H -3.538 0.012 0.407  0.3609
33 H 1.943 1.679 -3.434  0.4377
34 H 0.150 1.553 -3.200  0.2917
35 H 1.199 2.159 -1.867  0.3218
36 H 2.487 -0.969 -4.151  0.3809
37 H 1.819 -2.354 -3.163  0.3854
38 H 0.706 -1.339 -4.135  0.3560
39 H -0.352 -0.866 -1.775  0.0632
40 F -2.679 -5.420 -0.089  -0.2229
41 C -2.367 -4.106 -0.163  0.6205
42 F -1.667 -3.880 -1.311  -0.2039
43 F -3.510 -3.376 -0.230  -0.2263
44 S -1.374 -3.542 1.322  1.0525
45 O -2.206 -3.668 2.486  -0.6140
46 O -0.078 -4.158 1.210  -0.6209
47 O -1.305 -2.036 0.923  -0.6306